The following is a quantum chemistry calculation of C12H22Br2N2O12S3 as an isolated structure in a non-equilibrium geometry, from the Open Molecules 2025 dataset.

Results
Spin multiplicity = 1
Kohn-Sham gap = 10.47 eV
M = 642.32 g mol⁻¹

Each line ends with the Mulliken charge.
Cartesian coordinates (Å):
C -1.126 -3.963 3.852  0.256
C -0.949 -3.178 5.123  -0.410
O -1.416 -1.854 4.874  -0.348
S -2.345 -1.857 3.507  1.055
O -1.642 -1.156 2.579  -0.267
O -3.666 -1.574 3.842  -0.598
O -2.343 -3.466 3.301  -0.358
H -1.245 -5.094 4.000  0.315
H -0.302 -3.701 3.254  -0.258
H 0.048 -3.066 5.560  0.313
H -1.597 -3.700 5.794  0.302
C 3.198 4.377 -1.311  -0.316
C 2.613 2.979 -1.663  -0.143
O 2.379 3.042 -3.162  -0.271
S 2.766 4.498 -3.686  1.118
O 1.670 5.403 -3.611  -0.568
O 3.409 4.350 -4.968  -0.562
O 3.743 4.863 -2.548  -0.281
H 4.118 4.360 -0.633  0.268
H 2.429 5.026 -0.923  0.288
H 1.701 2.758 -1.065  0.170
H 3.269 2.108 -1.572  0.288
C -2.571 1.199 -1.831  -0.080
C -3.232 2.083 -2.851  -0.285
O -3.484 1.156 -3.927  -0.329
S -3.631 -0.367 -3.474  1.064
O -2.639 -1.108 -4.144  -0.524
O -4.937 -0.815 -3.577  -0.517
O -3.391 -0.015 -1.922  -0.264
H -2.843 1.572 -0.779  0.108
H -1.501 0.965 -2.016  0.219
H -2.619 2.950 -3.091  0.339
H -4.235 2.506 -2.414  0.257
Br 2.194 -2.342 3.283  -0.179
C 1.787 -1.802 1.398  -0.348
C 0.718 -2.679 0.795  -0.181
Br 0.279 -2.091 -0.951  -0.185
H 2.710 -2.028 0.856  0.340
H 1.528 -0.728 1.392  0.282
H -0.212 -2.656 1.331  -0.153
H 1.111 -3.687 0.783  0.431
C 3.008 -2.689 -3.279  -0.843
C 3.546 -2.245 -2.021  0.556
N 4.155 -2.013 -1.057  -0.539
H 3.915 -3.094 -3.838  0.300
H 2.532 -1.860 -3.842  0.268
H 2.302 -3.487 -3.222  0.288
C -1.929 2.168 3.238  -0.868
C -0.706 1.779 2.505  0.475
N 0.249 1.370 1.984  -0.496
H -2.708 1.766 2.614  0.240
H -2.071 3.240 3.266  0.345
H -2.037 1.800 4.248  0.288



The following is a quantum chemistry calculation of a 2-piece molecular cluster, C12H22Cl2O3 overall, from the Open Molecules 2025 dataset.

Results
Spin multiplicity = 1
SMILES = CCCCCC[C@H]1OC(=O)O[C@@H]1CC.ClCCl
Kohn-Sham gap = 11.37 eV
M = 285.21 g mol⁻¹

Each line ends with the Mulliken charge.
Cartesian coordinates (Å):
C 3.205 -1.906 0.264  -1.188
C 3.653 -0.653 -0.505  -0.233
C 3.175 -0.570 -1.959  -0.809
C 1.671 -0.630 -2.211  -0.649
C 0.870 0.599 -1.754  -0.367
C 0.699 0.723 -0.227  -0.804
C -0.673 1.101 0.273  0.826
O -0.989 2.524 0.249  -0.493
C -2.288 2.562 0.636  0.406
O -2.814 3.482 1.190  -0.566
O -2.903 1.402 0.334  -0.395
C -1.929 0.563 -0.364  0.040
C -2.186 -0.909 -0.214  -0.259
C -3.342 -1.444 -1.086  -1.269
H 2.285 -2.343 -0.121  0.282
H 3.971 -2.683 0.251  0.376
H 3.030 -1.667 1.315  0.267
H 3.349 0.236 0.051  0.167
H 4.745 -0.636 -0.508  0.410
H 3.583 0.344 -2.398  0.331
H 3.645 -1.398 -2.501  0.360
H 1.230 -1.528 -1.774  0.181
H 1.535 -0.702 -3.294  0.353
H 1.348 1.495 -2.156  0.372
H -0.104 0.544 -2.247  0.245
H 1.416 1.452 0.154  0.444
H 0.934 -0.231 0.249  0.391
H -0.733 0.818 1.330  -0.249
H -2.007 0.887 -1.405  0.299
H -2.336 -1.172 0.833  0.425
H -1.260 -1.402 -0.525  0.085
H -3.024 -2.296 -1.683  0.362
H -3.712 -0.668 -1.755  0.362
H -4.177 -1.766 -0.466  0.311
Cl -3.331 0.440 5.085  -0.164
C -1.976 1.324 4.377  0.129
Cl -0.606 0.252 4.022  -0.177
H -2.311 1.789 3.457  -0.122
H -1.643 2.072 5.085  0.321



The following is a quantum chemistry calculation of C12H22CoN4O6S2 as an isolated structure in a non-equilibrium geometry, from the Open Molecules 2025 dataset.

Results
Spin multiplicity = 1
Kohn-Sham gap = 8.55 eV
Net charge = +1
M = 441.40 g mol⁻¹

Each line ends with the Mulliken charge.
Cartesian coordinates (Å):
Co -0.033 -0.020 0.049  -0.170
N 0.006 1.904 -0.048  -0.056
C 1.346 2.434 0.268  -0.784
C 2.327 1.505 -0.405  -0.570
N 2.003 0.127 0.036  0.704
C 2.577 -0.131 1.390  -0.901
C 1.500 -0.694 2.284  -0.413
N 0.277 0.099 2.023  -0.214
C 2.388 -0.917 -0.948  -0.643
C 1.626 -0.650 -2.235  -1.124
N 0.255 -0.209 -1.879  -0.047
H -0.706 2.292 0.566  0.343
H -0.272 2.170 -0.989  0.301
H 1.472 3.468 -0.052  0.523
H 1.472 2.411 1.348  0.231
H 2.211 1.575 -1.484  0.336
H 3.360 1.769 -0.173  0.444
H 3.442 -0.792 1.324  0.442
H 2.931 0.820 1.791  0.384
H 1.289 -1.729 2.033  0.125
H 1.794 -0.665 3.333  0.569
H -0.532 -0.436 2.381  0.376
H 0.293 0.999 2.490  0.321
H 3.468 -0.938 -1.118  0.511
H 2.088 -1.872 -0.521  0.477
H 2.104 0.123 -2.832  0.419
H 1.601 -1.549 -2.848  0.423
H -0.081 0.535 -2.481  0.319
H -0.436 -0.963 -2.035  0.435
O -4.053 0.069 -1.065  -0.696
S -2.878 -0.724 -0.930  1.594
O -2.209 -1.123 -2.157  -0.849
O -1.906 0.023 -0.010  -0.654
C -3.328 -2.267 -0.178  -0.026
C -4.645 -2.636 -0.389  -0.667
C -5.070 -3.925 -0.082  -0.601
C -4.177 -4.853 0.413  -0.654
C -2.855 -4.492 0.649  -0.602
C -2.430 -3.206 0.369  0.219
S -0.859 -2.793 1.049  1.481
O -0.073 -3.973 1.212  -0.679
O -1.187 -2.045 2.247  -0.888
O -0.134 -1.883 0.030  -0.592
H -5.329 -1.915 -0.814  0.535
H -6.103 -4.198 -0.247  0.404
H -4.504 -5.860 0.633  0.411
H -2.154 -5.195 1.078  0.504



The following is a quantum chemistry calculation of an isolated ion of composition C12H22N3 and charge +1 in a non-equilibrium geometry, from the Open Molecules 2025 dataset.

Results
Spin multiplicity = 1
Kohn-Sham gap (alpha / beta) = 7.01 / 7.01 eV
ΔE to the lowest compared entry with this formula, charge and spin = 68.4 kcal per mole
Net charge = +1
M = 208.33 g mol⁻¹

Each line ends with the Mulliken charge.
Cartesian coordinates (Å):
C -0.512 2.761 -0.294  -1.460
C 1.569 1.199 -0.805  -1.459
C 0.498 1.377 1.570  -1.241
C -0.904 0.695 -1.680  -1.665
C -1.858 0.912 0.711  -1.254
C 0.840 -2.963 1.298  -0.716
C 1.245 -3.021 -0.186  -0.522
C 0.146 1.817 -1.263  0.339
C -0.803 2.026 0.975  0.187
C 1.400 0.550 0.621  0.324
C -1.683 0.122 -0.578  0.468
C 0.673 -0.766 0.363  -0.966
N 0.129 -1.640 1.387  -0.305
N -2.364 -0.981 -0.793  -0.187
N 1.475 -1.630 -0.498  0.117
H 0.114 3.609 0.038  0.463
H -1.398 3.238 -0.645  0.476
H 1.968 0.479 -1.443  0.644
H 2.140 2.062 -0.797  0.542
H 1.198 2.261 1.866  0.405
H 0.370 0.770 2.556  0.364
H -1.728 1.095 -2.305  0.598
H -0.536 0.067 -2.374  0.673
H -1.973 0.269 1.583  0.481
H -2.843 1.216 0.647  0.646
H 0.086 -3.737 1.543  0.338
H 1.613 -3.086 1.994  0.329
H 2.118 -3.596 -0.352  0.452
H 0.408 -3.320 -0.870  0.265
H 0.303 2.423 -2.238  0.209
H -1.263 2.525 1.770  0.326
H 2.388 0.571 1.040  0.468
H -0.872 -1.870 1.196  0.325
H -3.109 -1.273 -0.170  0.302
H -2.415 -1.337 -1.803  0.313
H 2.377 -1.295 -0.471  0.421
H 1.203 -1.530 -1.595  0.300



The following is a quantum chemistry calculation of an isolated molecule of C12H22N4O4S in a non-equilibrium geometry, from the Open Molecules 2025 dataset.

Results
Spin multiplicity = 1
SMILES = CNC(=O)[C@@H](CCSC)NC(=O)[C@@H](CC(N)=O)NC(C)=O
Kohn-Sham gap = 9.17 eV
ΔE to the lowest compared entry with this formula, charge and spin = 26.6 kcal per mole
M = 318.40 g mol⁻¹

Each line ends with the Mulliken charge.
Cartesian coordinates (Å):
C 4.716 -1.500 -0.347  -0.892
N 3.672 -1.284 0.550  -0.075
C 2.372 -1.148 0.200  -0.022
O 2.004 -1.572 -0.944  -0.712
C 1.410 -0.471 1.184  0.162
C 1.315 1.025 1.008  -0.412
C 1.604 1.674 -0.360  -0.763
S 3.368 1.505 -0.854  0.128
C 3.530 2.841 -2.022  -1.043
N 0.076 -1.053 1.071  -0.164
C -0.751 -1.253 2.049  0.359
O -0.355 -1.024 3.239  -0.725
C -2.250 -1.600 1.758  -0.146
C -3.064 -2.136 2.939  -0.640
C -4.092 -3.233 2.654  0.374
N -5.298 -3.324 3.122  -0.403
O -3.760 -4.071 1.830  -0.660
N -2.964 -0.490 0.972  -0.130
C -2.977 0.868 1.214  0.506
C -2.820 1.518 2.546  -0.716
O -3.134 1.620 0.307  -0.607
H 5.356 -2.308 0.126  0.325
H 5.429 -0.694 -0.564  0.278
H 4.267 -1.930 -1.283  0.297
H 3.947 -1.101 1.483  0.215
H 1.751 -0.792 2.107  0.502
H 2.109 1.469 1.760  0.309
H 0.293 1.339 1.391  -0.027
H 1.589 2.867 -0.355  0.364
H 0.996 1.223 -1.163  0.391
H 3.203 2.554 -3.008  0.298
H 3.060 3.763 -1.691  0.323
H 4.494 3.210 -2.191  0.405
H -0.113 -1.708 0.283  0.300
H -2.117 -2.392 1.100  0.665
H -2.426 -2.740 3.619  0.368
H -3.438 -1.325 3.596  0.173
H -5.925 -4.036 2.685  0.258
H -5.787 -2.650 3.719  0.214
H -3.294 -0.650 0.043  0.245
H -2.914 0.716 3.236  0.117
H -1.843 2.065 2.624  0.163
H -3.547 2.222 2.867  0.398



The following is a quantum chemistry calculation of an isolated molecule of C12H22O5, from the Open Molecules 2025 dataset.

Results
Spin multiplicity = 1
SMILES = C[C@H]1CCC[C@@]2(O[C@@H](CCO)C[C@@H](O)[C@@H]2O)O1
Kohn-Sham gap = 10.22 eV
ΔE to the lowest compared entry with this formula, charge and spin = 6.8 kcal per mole
M = 246.30 g mol⁻¹

Each line ends with the Mulliken charge.
Cartesian coordinates (Å):
C -1.317 -1.911 -1.409  -1.235
C -2.163 -0.648 -1.234  0.250
C -3.295 -0.841 -0.218  -0.843
C -2.758 -0.809 1.209  -0.576
C -2.016 0.504 1.420  -0.848
C -0.883 0.631 0.394  0.598
O 0.071 -0.350 0.701  -0.403
C 1.435 -0.022 0.444  0.141
C 2.190 -1.350 0.345  -0.765
C 3.681 -1.221 0.638  -0.675
O 4.314 -0.506 -0.403  -0.492
C 1.565 0.824 -0.817  -0.686
C 0.837 2.167 -0.646  -0.342
O 0.303 2.632 -1.858  -0.664
C -0.277 2.050 0.421  -0.531
O 0.175 2.315 1.727  -0.574
O -1.372 0.502 -0.935  -0.310
H -0.542 -1.734 -2.151  0.307
H -1.949 -2.726 -1.752  0.474
H -0.841 -2.187 -0.474  0.221
H -2.601 -0.390 -2.209  0.334
H -3.800 -1.785 -0.424  0.376
H -4.018 -0.031 -0.341  0.325
H -2.071 -1.639 1.375  0.270
H -3.580 -0.894 1.922  0.422
H -1.569 0.558 2.412  0.389
H -2.698 1.345 1.290  0.269
H 1.816 0.547 1.306  0.267
H 2.058 -1.771 -0.652  0.342
H 1.752 -2.034 1.073  0.326
H 4.115 -2.228 0.720  0.398
H 3.824 -0.704 1.598  0.355
H 5.257 -0.449 -0.217  0.302
H 2.617 0.972 -1.050  0.620
H 1.103 0.283 -1.645  0.050
H 1.543 2.942 -0.322  0.558
H -0.377 1.997 -2.124  0.420
H -1.077 2.755 0.143  0.493
H 0.548 3.204 1.744  0.435



no.,total energy (eV)
1,-212936.932
2,-43988.623
3,-90339.691
4,-17261.394
5,-37785.837
6,-23038.367